A | A single C2H7NO2Si molecule. Source: the OMol25 dataset; level of theory: ωB97M-V with the def2-TZVPD basis set.

```
13
Properties=species:S:1:pos:R:3
C -0.169 1.399 1.186
Si -0.526 0.044 -0.044
C 0.040 -1.720 0.376
N 0.352 0.346 -1.710
O 0.124 -0.390 -2.665
O 1.323 1.097 -1.734
H -0.813 1.403 2.085
H 0.881 1.332 1.508
H -0.149 2.473 0.860
H -1.741 0.004 -0.797
H 1.147 -1.666 0.446
H -0.383 -2.266 1.177
H -0.085 -2.053 -0.689
```

E_LUMO   0.40 eV
SMILES   C[SiH](C)[N+](=O)[O-]

***

B | A single C2H7NO2Si molecule. Source: the OMol25 dataset; level of theory: ωB97M-V with the def2-TZVPD basis set.

```
13
Properties=species:S:1:pos:R:3
C -0.539 1.135 -0.793
C -0.362 -0.030 0.178
Si 0.630 -1.517 -0.330
N 0.117 0.700 1.400
O -0.645 1.016 2.244
O 1.295 0.953 1.356
H 0.455 1.547 -1.021
H -1.029 1.947 -0.432
H -1.115 0.910 -1.814
H -1.461 -0.471 0.439
H 2.131 -1.299 -0.172
H 0.302 -2.727 0.470
H 0.221 -2.164 -1.524
```

E_LUMO   0.45 eV
SMILES   C[C@@H]([SiH3])[N+](=O)[O-]

***

The structure with the least stability is B.

***

A | A gas-phase ion, C6H11N2 (charge +1). Source: the OMol25 dataset; level of theory: ωB97M-V with the def2-TZVPD basis set.

```
19
Properties=species:S:1:pos:R:3
C -4.052 0.830 0.109
N -2.903 0.082 -0.003
C -1.900 -0.501 0.094
C -0.758 -1.108 0.235
C 0.725 -0.327 0.166
C 1.679 -1.471 -0.055
N 1.463 0.909 0.212
C 2.913 1.047 -0.221
H -3.884 1.113 1.238
H -5.050 0.256 0.079
H -4.036 1.679 -0.666
H -0.582 -2.086 0.500
H 2.650 -1.470 0.441
H 1.840 -1.377 -1.196
H 1.216 -2.537 -0.038
H 0.964 1.709 0.375
H 3.078 0.384 -1.139
H 3.016 2.110 -0.550
H 3.623 0.758 0.419
```

E_LUMO   -3.99 eV
SMILES   CN=C=C/C(C)=[NH+]/C
Total charge   +1

***

B | A gas-phase ion, C6H11N2 (charge +1). Source: the OMol25 dataset; level of theory: ωB97M-V with the def2-TZVPD basis set.

```
19
Properties=species:S:1:pos:R:3
C -2.542 -0.912 0.098
C -1.896 0.468 0.118
C 0.542 1.215 0.202
C 1.865 0.685 -0.311
C 1.109 -1.628 -0.121
C -0.236 -1.016 -0.173
N -0.466 0.248 -0.097
N 2.092 -0.603 0.378
H -2.615 -1.424 1.142
H -2.792 -1.459 -0.706
H -2.462 1.146 -0.476
H -1.991 0.838 1.156
H 0.597 1.321 1.366
H 0.279 2.298 -0.044
H 1.763 0.384 -1.392
H 2.705 1.247 -0.061
H 0.970 -2.415 0.658
H 1.582 -2.171 -0.933
H 2.237 -0.438 1.400
```

E_LUMO (alpha / beta)   -5.69 / -5.18 eV
Total charge   +1

***

C | A gas-phase ion, C6H11N2 (charge +1). Source: the OMol25 dataset; level of theory: ωB97M-V with the def2-TZVPD basis set.

```
19
Properties=species:S:1:pos:R:3
C -1.270 -1.580 -2.836
N -1.106 -0.986 -1.603
C -0.767 -0.576 -0.588
C -0.647 0.447 0.666
N -0.814 1.680 0.048
C 0.490 0.583 1.806
C 1.865 0.926 1.277
C 1.544 -0.500 1.630
H -1.527 -2.645 -2.576
H -2.033 -1.048 -3.408
H -0.240 -1.437 -3.349
H -1.665 0.253 1.215
H -1.743 1.883 -0.233
H -0.018 2.183 -0.282
H -0.038 0.635 2.718
H 2.430 1.285 2.108
H 2.221 1.181 0.355
H 1.369 -1.080 0.674
H 1.948 -1.202 2.380
```

E_LUMO   -3.71 eV
SMILES   C[N+]#C[C@H](N)C1CC1
Total charge   +1

***

D | A gas-phase ion, C6H11N2 (charge +1). Source: the OMol25 dataset; level of theory: ωB97M-V with the def2-TZVPD basis set.

```
19
Properties=species:S:1:pos:R:3
C -0.676 2.464 -0.319
C 0.617 1.674 -0.605
C 0.991 0.634 0.447
C 0.306 -0.650 0.278
C -0.716 -1.002 -0.532
N -0.974 -2.352 -0.298
C -0.138 -2.815 0.587
N 0.674 -1.824 0.923
H -0.544 3.365 0.271
H -1.379 1.837 0.245
H -1.179 2.677 -1.259
H 1.471 2.271 -0.927
H 0.390 1.185 -1.563
H 0.916 1.005 1.473
H 2.072 0.500 0.372
H -1.264 -0.536 -1.330
H -1.779 -2.877 -0.609
H -0.099 -3.733 1.144
H 1.312 -1.822 1.702
```

E_LUMO   -3.16 eV
SMILES   CCCc1c[nH]c[nH+]1
Total charge   +1

***

The structure with the least stability is B.

***

A | A gas-phase ion, C6H11N2 (charge +1). Source: the OMol25 dataset; level of theory: ωB97M-V with the def2-TZVPD basis set.

```
19
Properties=species:S:1:pos:R:3
C -0.381 -0.179 2.091
C 0.543 -0.214 0.889
C 1.004 1.166 0.630
N 0.216 2.021 0.105
C -0.888 1.575 -0.506
N -0.975 0.387 -1.100
C -0.208 -0.767 -0.547
C 0.663 -1.219 -1.702
H -0.875 0.736 2.090
H 0.063 -0.411 3.065
H -1.108 -0.945 1.989
H 1.405 -0.869 0.767
H 2.023 1.571 0.887
H -1.629 2.416 -0.717
H -1.623 0.133 -1.800
H -0.933 -1.509 -0.255
H 0.854 -2.327 -1.615
H 1.662 -0.620 -1.615
H 0.185 -0.944 -2.656
```

E_LUMO   -5.39 eV
SMILES   C[C@@H]1C=NC=[NH+][C@H]1C
Total charge   +1

***

B | 2 unconnected molecules or ions with the total composition C6H11N2. Source: the OMol25 dataset; level of theory: ωB97M-V with the def2-TZVPD basis set.

```
19
Properties=species:S:1:pos:R:3
C -0.059 -0.692 -2.145
C -0.025 -1.158 -0.755
C -0.474 -0.425 0.327
C -0.209 -0.618 1.685
N -1.033 0.213 2.357
C -1.832 0.947 1.477
C -1.478 0.565 0.215
N 2.402 0.960 -0.630
H 0.881 -0.109 -2.270
H -0.241 -1.338 -2.992
H 0.341 -2.175 -0.633
H 2.494 1.554 0.187
H 0.315 -1.363 2.261
H -1.071 0.028 3.348
H -2.637 1.532 1.887
H -1.944 0.901 -0.693
H -0.602 0.262 -2.246
H 1.868 0.160 -0.354
H 3.303 0.756 -1.026
```

E_LUMO   -5.78 eV
Total charge   +1

***

The structure with the least stability is A.

***

A | A gas-phase ion, C6H11N2 (charge +1). Source: the OMol25 dataset; level of theory: ωB97M-V with the def2-TZVPD basis set.

```
19
Properties=species:S:1:pos:R:3
C -1.208 -0.482 0.052
C 2.695 -0.504 -0.293
C 1.567 -0.749 0.500
C 0.598 1.401 -0.006
C -0.933 1.791 0.066
C -1.613 -1.845 -0.005
N 0.628 0.149 0.630
N -1.866 0.608 -0.083
H 3.455 -1.272 -0.045
H 3.069 0.246 -0.882
H 1.387 -1.786 0.991
H 0.980 1.420 -1.082
H 1.265 2.114 0.400
H -1.160 2.306 1.026
H -1.155 2.557 -0.720
H -1.094 -2.161 -0.837
H -2.698 -2.100 0.001
H -1.124 -2.411 0.794
H -2.793 0.720 -0.507
```

E_LUMO (alpha / beta)   -4.59 / -4.59 eV
Total charge   +1

***

B | A gas-phase ion, C6H11N2 (charge +1). Source: the OMol25 dataset; level of theory: ωB97M-V with the def2-TZVPD basis set.

```
19
Properties=species:S:1:pos:R:3
C -1.165 2.102 -2.148
C -0.922 1.474 -0.979
C -0.987 0.054 -0.770
N -1.475 -1.061 -1.167
C -0.893 -1.029 0.182
C 0.462 -1.738 0.490
N 1.111 -0.861 1.539
C 1.867 0.407 1.505
H -1.220 3.212 -2.076
H -1.325 1.476 -3.086
H -0.543 2.093 -0.129
H -1.983 -1.590 -1.786
H -1.671 -1.145 0.897
H 0.399 -2.681 0.936
H 1.148 -1.806 -0.292
H 1.071 -1.071 2.577
H 1.363 1.088 0.736
H 1.964 0.724 2.503
H 2.798 0.351 1.069
```

E_LUMO   -5.52 eV
SMILES   C=CC1=[NH+][C@H]1CNC
Total charge   +1

***

The structure with the least stability is B.

***

A | A molecular structure, C3H3IN2S. Source: the OMol25 dataset; level of theory: ωB97M-V with the def2-TZVPD basis set.

```
10
Properties=species:S:1:pos:R:3
C 0.690 -0.390 -0.354
C -0.678 -0.104 -0.447
C 1.356 0.808 -0.036
N -1.199 1.146 -0.392
N 2.478 1.292 0.121
S 0.007 2.150 0.002
I 4.070 -0.076 0.128
H 1.262 -1.269 -0.305
H -1.446 -0.755 -0.485
H 0.115 1.784 1.284
```

E_LUMO   -0.49 eV

***

B | A single C3H3IN2S molecule. Source: the OMol25 dataset; level of theory: ωB97M-V with the def2-TZVPD basis set.

```
10
Properties=species:S:1:pos:R:3
C -1.482 -0.287 0.304
C -0.100 -0.188 -0.169
C 0.176 0.152 -1.494
N 0.445 0.575 -2.517
N 0.902 -0.331 0.663
S 2.412 -0.311 0.177
I 3.183 1.189 1.845
H -1.498 0.590 0.904
H -2.133 -0.215 -0.549
H -1.904 -1.176 0.835
```

E_LUMO   -1.13 eV
SMILES   C/C(C#N)=N/SI

***

The structure with the least stability is A.

***

A | 3 unconnected molecules or ions with the total composition C2H12N2O2. Source: the OMol25 dataset; level of theory: ωB97M-V with the def2-TZVPD basis set.

```
18
Properties=species:S:1:pos:R:3
N -1.789 -0.737 0.445
C -1.251 0.592 0.304
C 0.111 1.000 0.982
N 1.064 1.422 -0.071
H -1.585 -1.124 1.372
H -1.303 -1.508 -0.018
H -2.023 1.231 0.741
H -1.129 0.816 -0.758
H -0.104 1.764 1.728
H 0.566 0.124 1.445
H 2.008 1.508 0.293
H 0.754 2.291 -0.495
O 0.724 -2.550 0.161
H 0.944 -2.296 1.057
H 0.814 -1.692 -0.294
O 0.707 -0.646 -2.165
H 0.798 0.182 -1.652
H 0.694 -0.377 -3.076
```

E_LUMO   0.74 eV
SMILES   NCCN.O.O

***

B | 3 unconnected molecules or ions with the total composition C2H12N2O2. Source: the OMol25 dataset; level of theory: ωB97M-V with the def2-TZVPD basis set.

```
18
Properties=species:S:1:pos:R:3
C -1.081 1.535 -1.947
N -0.364 1.334 -0.712
C -0.573 0.098 0.066
N 0.439 -0.135 1.077
H -0.644 0.893 -2.722
H -2.186 1.318 -1.788
H -1.057 2.547 -2.409
H 0.629 1.347 -0.947
H -0.687 -0.691 -0.689
H -1.549 0.201 0.532
H 0.458 0.682 1.677
H 0.139 -0.885 1.694
O -4.338 -0.322 0.448
H -3.450 -0.585 0.156
H -4.786 -0.907 -0.185
O 6.753 -2.071 2.002
H 5.955 -1.807 2.477
H 6.343 -2.551 1.270
```

E_LUMO   0.70 eV
SMILES   CNCN.O.O

***

C | 3 unconnected molecules or ions with the total composition C2H12N2O2. Source: the OMol25 dataset; level of theory: ωB97M-V with the def2-TZVPD basis set.

```
18
Properties=species:S:1:pos:R:3
C 0.374 2.048 1.476
N 0.270 0.776 0.771
C -1.124 0.299 0.699
N -1.287 -0.833 -0.163
H 0.015 2.903 0.886
H -0.238 1.953 2.372
H 1.405 2.293 1.714
H 0.642 0.852 -0.164
H -1.779 1.105 0.331
H -1.449 0.141 1.726
H -1.108 -0.601 -1.133
H -0.720 -1.625 0.105
O 0.855 -3.890 0.016
H 1.793 -3.699 -0.105
H 0.682 -3.598 0.917
O 0.545 1.814 -2.483
H 0.411 1.065 -1.904
H 0.953 2.523 -1.968
```

E_LUMO   0.69 eV
SMILES   CNCN.O.O

***

The structure with the least stability is B.